A) DFT (ωB97M-V/def2-TZVPD) results for C36H33BaCl2N7O5SSeSi as an isolated structure.

The charge is -2. The spin multiplicity is 1.

Element x y z (Å)
H -1.79819 4.76106 0.23706
C 0.28161 -4.21353 -0.00781
H -1.48895 4.22025 -1.41626
H 5.07299 2.04844 2.20434
H -2.57100 2.14179 -4.45115
H -0.97822 0.56505 6.90316
H 0.83171 1.00136 -6.35499
H 0.88907 2.81114 -4.61025
O -5.98600 4.16894 -3.79024
H -3.07846 2.69853 0.40404
C -4.40082 2.45922 -3.30137
O 0.29646 -4.51683 2.85792
C 1.41189 -2.69888 4.48769
C 2.01422 -1.76817 5.31219
C -5.10335 1.99033 -2.18511
C 1.51570 -2.54949 3.10563
C 5.33853 1.92129 1.14804
H 2.24317 3.73362 -0.46700
O 0.97947 -3.10295 -4.03571
C -0.60472 0.61847 4.76516
H -0.11779 4.57601 -0.34728
C -0.13555 -5.50134 0.35684
O -4.36100 3.88728 -5.25510
C -0.78265 -0.08700 3.51613
H 5.23115 2.85039 -1.75525
H 5.94588 1.01261 1.07921
C 0.79145 -3.56737 2.22017
C -1.96189 -1.83081 4.64377
H 5.19023 1.08611 -1.94280
Ba 1.09225 -0.70279 0.07343
C 0.77468 -0.84465 -3.51801
Cl -1.22450 -7.19950 -3.11098
H 3.35195 0.12759 2.85305
C -1.77409 -1.14285 5.88945
H -3.61892 3.28699 -5.39037
H -2.26614 1.18646 0.56442
N 0.78471 -3.27438 0.91911
C -3.34778 0.37214 -1.66100
H 0.81159 -1.39408 -5.56682
C 0.82297 1.39181 -3.00977
N 2.21216 -1.54429 2.55136
C -0.24337 -4.81941 -2.29661
Si 3.75867 1.77522 0.03673
C 0.80105 -0.55936 -4.88237
N 0.53408 -2.54668 -1.80009
C 2.80397 -0.66699 3.35324
H -1.73807 0.35452 -3.07867
Cl -1.06526 -8.01056 -0.00763
H 0.84450 2.13618 -2.22096
C 0.22310 -3.85699 -1.39179
H -6.05751 2.44694 -1.95196
H -1.61684 -1.84014 2.53295
C -4.60165 0.97667 -1.39875
C 0.76300 -2.31463 -3.09732
H 3.21271 0.04081 5.33051
C -4.98861 3.55636 -4.08804
H 3.82851 2.05141 -2.49298
C -0.58523 -6.42546 -0.56931
H 0.83725 -3.53557 4.85569
C -1.48766 -1.32977 3.47971
N 0.05060 1.76655 4.69226
O -0.06749 2.05070 -0.08529
C -1.08532 2.72626 0.03857
N 0.75650 0.12327 -2.60714
H 5.96987 2.77317 0.85975
H -2.16701 -1.59658 6.79148
H -2.48092 -2.78023 4.64312
C -3.18102 1.83671 -3.60332
Se 0.49540 2.00302 2.99219
N -2.21316 2.21044 0.56239
N -0.25541 0.49100 2.45456
H -0.10759 -5.78060 1.39405
C -2.67846 0.81947 -2.82225
C 4.58250 1.96496 -1.70310
C 0.84625 1.76351 -4.34270
C 3.06845 3.57591 0.23352
H 2.67169 3.74529 1.24168
S -2.66799 -0.82786 -0.63003
C 2.72926 -0.72171 4.73413
C 0.82138 0.75920 -5.29841
C -1.12364 0.04406 5.96604
H 3.83047 4.34347 0.03899
C -0.64734 -6.08024 -1.89931
H 1.92498 -1.84679 6.38950
H -0.29020 -4.57327 -3.34207
H -5.16247 0.62776 -0.53949
C -1.12577 4.17199 -0.38635


B) DFT (ωB97M-V/def2-TZVPD) results for C36H33BaCl2N7O5SSeSi as an isolated structure.

The charge is -2. The spin multiplicity is 1.

Element x y z (Å)
C 1.48737 2.25709 1.28802
H -3.29732 3.02487 -3.34329
H 2.23020 -0.73657 0.41804
H -4.91973 3.26887 -1.09126
H 3.99159 -5.95886 -2.27524
C 2.27753 -1.26022 2.40695
C 5.02223 5.35611 -4.76679
H 3.03362 3.73628 1.30420
C -2.43243 2.70953 -2.74331
H 0.41693 3.46609 4.72380
H -3.28049 1.42927 5.31515
O 4.69912 6.51607 -4.76950
H 4.34731 0.97015 -3.31200
N 3.44239 -3.37371 -2.95690
H -1.73787 2.17190 -3.39626
C -2.77883 -2.84555 -0.23814
C 3.25782 -1.47980 3.53766
C 3.03651 -4.04216 -1.89412
C -3.71023 0.58746 4.79854
H 4.28765 -1.24659 3.26926
C -3.23903 -3.91893 -0.99603
C -1.11948 1.49122 3.85886
Se 2.80520 -1.70358 -2.82999
H -0.99791 -3.65812 -3.52422
N -1.74268 -2.11058 -0.64778
C 3.36199 -5.40513 -1.59100
C 4.24568 4.25832 -4.15363
C 3.94739 1.97025 -3.42295
H 3.09712 -6.99381 -0.22474
Cl -6.80295 -1.92078 5.30961
N -3.09180 -1.44635 1.75048
C 2.01371 -5.22564 0.43355
Si -2.96139 1.62215 -1.23874
H 2.95067 -0.85494 4.37550
C 2.86182 -5.96361 -0.46317
H -1.91337 3.61214 -2.40267
H 3.19047 -2.51985 3.85455
C 2.20638 3.29944 1.84785
H -3.66419 3.66599 0.09823
S 1.67604 1.02996 -2.18036
H -4.08447 -4.47663 -0.62117
C 0.07054 2.13527 3.10476
H -0.31939 -1.74482 -2.08715
H -4.76790 2.33006 0.40498
C -4.80698 -1.59476 3.51976
C -4.84995 -0.01001 5.31182
H 3.79296 -0.72554 1.12679
C 2.20813 -3.29994 -0.97804
C -3.67276 -1.00415 2.95780
H -2.94155 -5.05950 -2.78606
O -1.16966 1.76327 5.06764
H 1.19180 3.79706 -2.72822
C -1.13847 -2.39383 -1.80117
H -4.71827 -0.22179 -1.39274
C 1.82640 3.75889 3.10091
C 4.71797 2.94957 -4.01302
N 2.79987 -0.78721 1.25372
C 2.96367 4.54091 -3.66977
C 2.18698 3.56457 -3.08595
N -1.93005 0.73282 3.11243
C -5.38896 -1.10886 4.67998
N 0.44088 1.69608 1.89852
C -2.59993 -4.22619 -2.18301
H -3.71679 -0.20030 -2.84315
H -5.23976 -2.44866 3.02725
H -5.00925 0.99849 -2.64544
Cl -5.56003 0.64988 6.76578
N 1.97952 -2.04175 -1.29675
H 1.74375 1.86907 0.30663
O 1.08611 -1.47609 2.56740
O 6.19401 5.01223 -5.38111
H 1.03775 -3.37058 0.85826
O -4.40110 -3.35101 1.38539
H 1.62383 -5.72398 1.31221
H 6.29103 4.05428 -5.34983
C 1.68594 -3.93364 0.19707
C -4.22620 0.44038 -2.11363
H 2.36337 4.57359 3.57325
C -3.51201 -2.53580 1.09721
H 5.71733 2.66424 -4.33342
C -4.19956 2.83940 -0.38055
C 0.75388 3.16642 3.74229
H 2.58959 5.55147 -3.77214
Ba -1.25456 -0.03556 0.85534
C 2.65161 2.24042 -2.93740
C -3.08226 0.11777 3.64556
C -1.52416 -3.45395 -2.60116


C) DFT (ωB97M-V/def2-TZVPD) results for C36H33BaCl2N7O5SSeSi as an isolated structure.

The charge is -2. The spin multiplicity is 1.

Element x y z (Å)
H 3.09694 -0.59170 2.66082
C 5.13629 2.84913 0.47980
N 2.18458 1.16667 2.11653
C 0.97576 -2.97696 3.66553
C -1.39017 -6.81925 -4.06493
C -2.11093 -1.27341 -3.71402
C 3.34773 3.88894 -0.91327
C -2.31816 -3.26761 -2.41248
H -2.87821 -2.15028 3.85486
C 2.69911 3.10391 3.40625
Si -0.42432 -1.67124 3.40455
H 6.21575 4.22415 1.77432
Cl -0.36483 7.37641 -1.54740
H 3.10104 5.96398 -0.63962
H 3.55288 -2.44045 -3.49514
C -2.52377 -2.59083 -3.60212
C 4.71026 5.20442 0.61873
O 0.78919 4.41737 2.01169
C -2.39429 -7.43046 -3.29959
C -1.28865 3.62566 -2.63128
H 0.84683 -3.52344 4.60913
N -0.88303 1.44100 -1.58958
O -3.52059 -8.38837 -5.21744
C 3.18400 -2.59325 -2.48095
H -1.85458 -3.25106 4.79509
O 2.37180 -1.14775 -0.76339
H 1.96176 -2.49960 3.69778
H -2.99094 -3.09313 -4.44112
H 2.54482 3.78177 -1.62935
H 4.90715 6.18266 1.04033
N 1.80011 -0.64530 -2.88293
H -2.59862 -4.30507 -2.28883
C 5.43548 4.13936 1.02969
H -1.07419 0.01822 5.19202
C -0.06880 3.49238 -0.53762
H 4.14241 2.85614 4.97252
H 4.01141 -2.79782 -1.80541
H 2.50786 -3.45620 -2.45641
Cl -1.93293 5.90505 -3.93083
H 1.29077 0.18573 -2.61585
C -1.70135 -2.58734 -1.37445
H 2.50042 4.15318 3.56479
Ba 0.18879 0.06424 0.48124
N -1.33448 -1.30820 -1.46400
C 3.66288 5.08149 -0.36138
C 4.06972 2.72372 -0.49497
H -3.05756 -7.79211 -1.30099
C 2.01358 2.46264 2.37795
H 1.75515 -0.92624 -3.84506
H -1.41052 -6.83257 -5.15288
O -4.43244 -8.66233 -3.22719
C -0.22402 -6.02957 -2.06818
C -1.96514 -2.75257 3.82325
H 4.41724 0.40577 4.49884
H -1.47795 -3.09148 -0.44080
C 1.03380 3.29360 1.54746
N 5.75345 1.73070 0.81155
H 0.48164 5.40521 0.25212
C -0.24526 -0.68385 5.05770
H -2.11551 -3.52746 3.06568
H 0.67747 -0.09308 5.06596
N 0.58658 2.70460 0.42799
C -0.54092 5.63768 -1.59274
H -2.71951 -8.00772 -5.58028
H 1.00160 -3.70689 2.85148
C -1.52805 -0.65799 -2.61290
H -0.22361 -1.35173 5.92930
H -1.18567 -6.59165 -0.23207
S 1.06095 -5.16516 -1.33647
C 0.00208 4.89205 -0.56301
H 0.41064 -5.67426 -4.08991
N 3.82322 1.50643 -0.93227
C 3.58794 2.37761 4.17406
C -3.53071 -8.17686 -3.86478
C -0.34416 -6.14807 -3.47529
C 3.74854 1.02471 3.91659
Se 4.96468 0.42804 -0.10469
C -1.08144 0.79365 -2.74418
C -1.20242 5.00557 -2.62527
C -1.24417 -6.65838 -1.31111
C -0.72793 2.84056 -1.61948
C -2.28910 -7.32755 -1.90585
H -1.78722 3.14208 -3.45463
C 3.01751 0.46671 2.88494
H -2.21647 -0.70063 -4.62327
O -0.93161 1.19690 -3.91182
C 2.43017 -1.40200 -1.96844


So which one is most stable? That would be A), about 16.6 kJ/mol below the next structure.


A) DFT (ωB97M-V/def2-TZVPD) results for C36H43IrN2P2S3SbSi2 as an isolated structure.

As for the expectation value of S²: 0.76. The charge is 0. The spin multiplicity is 2.

Element x y z (Å)
C 3.76551 -1.14276 1.56067
C -1.34116 -3.39627 -0.81687
C -1.70380 -2.26518 -0.09876
H 0.07395 3.25679 2.39996
C -0.83558 -0.41073 3.74784
C -0.32823 0.21712 2.60780
H 0.31867 2.98992 4.12486
H 2.48407 1.91336 5.20286
C -1.22170 1.58000 -4.04454
P 0.46631 0.59216 -2.06414
C -3.97246 0.78994 -0.82514
P -1.49881 -0.58476 -0.73748
C -5.10248 -1.03458 -2.58525
C -2.29462 1.49466 2.40886
C 2.06387 -0.05134 -2.61676
H -0.83636 -3.29366 -1.77041
Sb 0.12817 4.49339 -0.34354
C 1.32088 -2.90713 1.05126
C 0.42881 3.72430 -4.66079
H 1.99221 -3.75263 1.22850
C 0.97669 0.14485 1.90945
C 3.65286 1.97495 2.33421
H -0.24563 -1.15268 4.26281
C 0.82965 3.08159 3.16159
S -1.53757 2.83717 -0.78345
H -5.53983 -1.75255 -3.26691
C -1.58362 -4.65862 -0.29314
H 2.72949 -3.12221 3.64490
C -2.17977 -4.79077 0.95174
C -3.22687 -0.29879 -1.25343
H 1.46999 3.96576 3.20660
H 1.97257 0.64460 -4.65278
N -0.62167 -0.71290 -2.17206
C 2.16633 1.00764 4.67466
C 3.98807 -1.39343 -2.06341
N -1.10131 1.12238 1.95715
C 2.09015 -2.24111 3.75828
Si 1.97692 -1.45482 2.04415
H 3.86558 1.82269 1.28009
H -5.84293 1.82604 -0.93325
H 1.73382 2.97672 -3.13538
H 3.89538 -0.41882 0.75906
C -5.27713 0.96750 -1.27071
H -1.89633 0.77531 -3.78050
C -3.80872 -1.21686 -2.13164
C -2.08228 -0.03847 4.21774
S 0.59058 6.04526 -1.90239
H -1.29150 -5.53865 -0.85139
H 4.37502 1.41030 2.92722
H 4.09550 -0.41043 -5.30091
C -1.59225 2.47974 -5.03107
H 4.22671 -2.08555 1.25275
C -2.54790 -3.65978 1.67199
H -0.92469 -1.17182 -3.02034
H -3.78332 1.26470 3.92601
H 1.06014 4.57657 -4.87142
C -2.82115 0.93915 3.55769
H -2.53600 2.35261 -5.54574
C 0.80888 2.82293 -3.67842
H 1.25783 -2.75391 -0.02595
H 4.55425 -1.95746 -1.33385
C 2.80078 -0.78493 -1.69460
H -2.35990 -5.77549 1.36313
H -2.62036 -1.51852 1.70066
C 4.45390 -1.25998 -3.36474
C 3.73052 -0.52130 -4.28812
H 1.25946 0.65184 5.16943
Si 1.90184 1.55418 2.87937
H -2.80570 2.25593 1.83278
H -3.01490 -3.76169 2.64326
Ir -0.13047 1.06991 0.08746
H 0.33285 -3.20212 1.40700
C -2.32199 -2.40037 1.14284
S 1.67606 2.71721 -0.05787
H -2.47976 -0.50213 5.11219
C -0.01265 1.74042 -3.37065
C -0.76585 3.54955 -5.34201
H -6.85364 0.20651 -2.50648
H 2.43865 -0.85613 -0.68056
H 2.54183 -1.60719 4.51857
C 2.53447 0.08060 -3.92084
H 5.38604 -1.72655 -3.65684
H -1.06324 4.25976 -6.10278
H 4.32590 -0.77902 2.42414
H -3.25753 -2.09718 -2.44817
H 3.80862 3.03620 2.54681
H 1.13249 -2.60162 4.13788
H -3.53367 1.51993 -0.16180
C -5.84083 0.06247 -2.15338
H 2.95391 0.26824 4.81442


B) DFT (ωB97M-V/def2-TZVPD) results for C36H43IrN2P2S3SbSi2 as an isolated structure.

As for the expectation value of S²: 0.86. The charge is 0. The spin multiplicity is 2.

Element x y z (Å)
C 6.26240 0.91700 0.30640
S -1.45270 -0.89220 -1.09870
C -1.60600 -1.74730 5.38360
C 4.19310 -0.10110 -0.36210
C -1.77060 2.78930 -4.56870
C -0.20430 2.48310 -2.29740
H 3.18580 -0.55950 2.47390
H 2.54500 0.58940 5.89020
H 0.23540 2.66080 2.87810
P 0.74000 2.25110 -0.76460
N 0.79400 -1.84800 1.07870
C 0.13790 1.83240 -3.47610
C -2.61090 -2.14540 2.50660
H 0.76600 -2.92220 4.23010
H 0.66920 -2.15030 -4.90440
H -2.37790 2.90540 -5.45090
Si 1.28540 0.53480 3.71790
H -1.66890 3.70300 -1.31450
H 7.86910 -0.42980 0.74570
N 2.26130 1.63120 -1.23660
H 2.77890 -1.97140 -6.18280
C 3.86540 -1.09200 -4.56220
H 1.54000 -5.00340 3.09910
C 2.07780 4.07210 0.76840
H -2.60290 -3.14850 2.92180
H 1.36840 -2.86610 -0.60650
S -4.22670 1.41080 -2.05600
C 6.08880 -1.47410 0.18490
C 1.50900 -4.10280 1.14750
C 2.62540 -0.73950 -2.53670
C 2.57780 5.30300 1.14440
C 1.55380 -1.73790 -4.44190
C 1.77480 -0.05290 5.47420
H 3.21250 5.38680 2.01300
H 4.48450 2.01010 -0.18500
H 4.17490 -2.23890 -0.41790
C 0.00280 -0.57810 2.87430
H 2.16470 -1.06600 5.47090
C 0.58770 -1.83420 2.39930
H 0.58510 -1.37470 -2.55800
C -1.36160 3.25770 -2.25230
C 1.23840 -2.93450 0.46670
C 3.80850 -0.63000 -3.25950
C 2.25470 6.43150 0.40630
H -3.00120 4.05460 -3.35560
H 6.84260 1.80400 0.50700
H 1.85320 -4.97490 0.61620
H -3.77900 0.48660 3.87460
C 1.26400 3.95390 -0.35410
H 2.72850 0.95080 1.70500
C 2.73640 -1.63380 -5.15720
H 4.79040 -1.01570 -5.11760
H 3.71760 0.96280 3.15660
P 2.43800 -0.02890 -0.85690
C -2.12190 3.43190 -3.39320
H 2.63910 7.39710 0.69700
H 1.17860 7.20170 -1.27520
H 2.31190 3.18700 1.34500
H 4.68170 -0.18800 -2.80040
H -0.98270 -2.63530 5.39840
C 4.76900 -1.35820 -0.20570
H 2.74880 2.02930 -2.03790
C 0.94020 5.08820 -1.08910
H -2.13120 -2.19990 1.53250
H 0.92940 -0.02470 6.15160
C 0.69340 2.34480 3.81260
C 1.33400 -4.10760 2.52980
C -2.71360 0.67880 3.96600
H 1.00710 1.19260 -3.51900
C 0.88470 -2.96720 3.16120
H -2.59720 -2.04100 5.71710
C 1.50170 -1.30100 -3.13040
S -1.95660 1.81590 0.87810
H 1.52220 3.01620 4.01950
Sb -3.45360 0.22040 -0.20990
H -2.46180 1.46260 3.25860
C 1.43530 6.32220 -0.70230
H 0.30890 5.01240 -1.96190
Ir 0.07780 0.25780 0.52520
H -0.39010 1.43780 -5.50080
C -0.65260 1.97370 -4.60150
H -2.53570 1.06280 4.96580
C 2.88360 0.46610 2.66880
Si -1.70550 -0.90910 3.65730
H -1.21120 -1.05370 6.11860
H -0.03930 2.47680 4.60080
H -3.65120 -1.86920 2.35240
C 4.94050 1.03500 -0.08330
C 6.83860 -0.33500 0.43810
H 6.53590 -2.45240 0.28530


So which one is most stable? That would be A), about 371.3 kJ/mol below the next structure.


A) DFT (ωB97M-V/def2-TZVPD) results for a 2-piece molecular cluster, C2H9N2S overall.

The charge is -1. The spin multiplicity is 1.

Element x y z (Å)
H -0.53728 2.23950 -0.94938
H 0.94873 0.42445 1.53816
H -1.07718 -2.92184 1.26836
C 1.05661 0.86495 -0.42127
S -0.54443 -1.73808 0.93440
H 1.19825 -0.18827 -0.68603
C -0.41836 1.18596 -0.66936
N 1.39732 1.15285 0.97560
H -0.99864 -0.59123 -1.37316
H -1.87719 0.62408 -1.99582
N -0.92071 0.35000 -1.77013
H 1.67016 1.47981 -1.08687
H -0.96376 1.00940 0.26350
H 2.39739 1.05210 1.11414


B) DFT (ωB97M-V/def2-TZVPD) results for a 2-piece molecular cluster, C2H9N2S overall.

The charge is -1. The spin multiplicity is 1.

Element x y z (Å)
N 1.65449 0.02846 -0.86962
H 0.37079 -1.80684 0.96989
H -0.53020 -1.10156 -0.38935
C 0.95762 0.25757 0.36976
H 2.56167 0.46127 -0.91381
H 1.07754 0.32149 -1.65406
H 1.59907 0.29019 1.25570
C -0.05772 -0.88344 0.56755
H 0.34135 1.16307 0.38209
H -2.19533 1.47132 -2.54674
S -1.36767 1.11049 -1.55601
H -1.68185 0.21870 0.97240
N -1.07999 -0.38894 1.52486
H -1.64976 -1.14178 1.88734


So which one is most stable? That would be A), about 17.3 kJ/mol below the next structure.


A) DFT (ωB97M-V/def2-TZVPD) results for an isolated molecule of C3H5IN3P.

The charge is 0. The spin multiplicity is 1.

Element x y z (Å)
H -2.86332 -1.49245 -0.42870
N -1.11580 0.52048 -0.19860
C 1.45763 -0.38362 0.10567
C 0.44671 -1.25351 0.10940
N -0.22612 1.41777 -0.40375
H -1.86772 -2.60221 0.02152
H 0.42206 3.56917 -0.07352
H 1.88450 2.20429 -0.44576
P 0.85194 2.37842 0.47375
I 3.39899 0.17206 0.23245
N -2.02424 -1.58098 0.20257
C -0.96903 -0.72110 -0.02038
H 0.60441 -2.22833 0.42535


B) DFT (ωB97M-V/def2-TZVPD) results for a 2-piece molecular cluster, C3H5IN3P overall.

The charge is 0. The spin multiplicity is 1.

Element x y z (Å)
C -0.44419 -1.02810 0.08694
H 0.43567 3.03294 0.39263
N -0.02433 0.01368 -0.59924
C -1.02423 0.20247 -1.45269
I -1.22533 1.76315 -2.74680
P 1.71344 2.49011 -0.24233
H 1.23398 -1.17515 1.25463
N -2.05536 -0.56368 -1.20643
H -0.24170 -1.75075 1.88912
N -1.66401 -1.38504 -0.25264
H 2.34831 2.77922 1.05458
H 0.55313 -2.67770 0.75204
C 0.39462 -1.70113 1.07021


So which one is most stable? That would be B), about 118.1 kJ/mol below the next structure.